[1]
Formula: C29H30CsN3O2S5Si
Source: the OMol25 dataset
Level of theory: ωB97M-V/def2-TZVPD

XYZ file:
```
71
Properties=species:S:1:pos:R:3:forces:R:3
Cs 1.6406 2.6235 1.1070 -0.226 -0.085 -0.093
C -1.4269 1.6612 -3.9368 -0.183 1.537 1.603
Si -0.9790 1.4095 -2.0773 -0.951 0.982 0.451
C 0.5057 0.3575 -1.8472 0.033 -1.170 0.328
C -2.3521 0.2867 -1.3514 1.541 0.739 0.448
N -0.7207 2.8693 -1.2162 -1.149 0.927 -0.614
C -1.6679 3.8831 -1.2505 2.052 -0.840 1.304
C -3.0163 3.7477 -1.6527 -0.930 0.426 -0.391
C -4.0212 4.7198 -1.4649 1.155 -0.461 0.304
C -3.6566 5.9476 -0.8952 -0.048 0.745 -0.543
C -2.3044 6.1435 -0.5310 -0.316 0.475 1.426
C -1.3648 5.1490 -0.6107 -0.226 -0.439 0.213
O -0.1520 5.3900 0.1147 -0.455 -0.487 0.358
C -0.2212 5.2214 1.5094 -0.367 0.349 -1.438
C -1.1095 4.3264 2.1058 -0.428 -0.495 -1.334
C -1.0295 4.1599 3.4613 0.551 -1.196 1.167
C -0.1111 4.8002 4.2726 0.677 1.416 -1.346
C 0.7221 5.7673 3.6615 -0.766 -0.485 0.195
C 0.6818 5.9580 2.2803 0.094 0.060 0.142
H -0.6782 1.1805 -4.4949 0.679 -1.054 -1.113
H -1.3499 2.7436 -4.2014 -0.359 -0.716 0.282
H -2.4364 1.2810 -4.0602 -0.016 -0.066 -0.552
H 0.2380 -0.6993 -2.0703 0.248 0.497 0.058
H 0.7125 0.3919 -0.7622 0.256 -0.031 -0.478
H 1.3645 0.6275 -2.4408 0.475 0.140 0.000
H -2.3062 -0.6193 -1.9263 -0.373 -0.699 -0.074
H -3.2682 0.8084 -1.4433 -1.225 0.163 -0.148
H -2.1575 0.1246 -0.2762 -0.063 -0.120 -0.503
H -3.3371 2.8120 -2.1130 0.207 0.145 0.237
H -5.0387 4.3618 -1.6732 0.296 0.764 -0.061
H -4.3188 6.8310 -0.8141 0.124 -0.886 0.100
H -2.0062 7.0045 0.1327 -0.461 -0.624 -1.086
H -1.7647 3.6318 1.5058 0.771 1.124 0.520
H -1.5076 3.3140 3.9240 -0.635 -0.099 -0.050
H -0.0068 4.5105 5.2948 0.012 0.076 0.497
H 1.3561 6.4206 4.2438 0.296 -0.245 0.133
H 1.3895 6.6599 1.8194 -0.529 -0.308 0.008
S 2.8438 -4.4690 4.8857 -0.141 0.545 -0.311
C 2.6119 -2.8521 4.3859 0.894 -0.742 0.378
S 1.1423 -2.0298 4.4607 0.086 0.389 -0.041
C 1.6377 -0.4459 3.8618 2.436 -0.187 -0.137
C 3.0498 -0.3727 3.5813 -2.864 0.785 -0.352
S 3.8900 0.9831 2.8154 0.109 -0.763 0.570
S 3.9087 -1.8579 3.8371 -0.427 -0.255 0.126
S 0.3511 0.7121 3.7811 0.189 0.144 -0.247
C 2.1200 -3.3706 0.7877 -1.146 0.317 -0.944
N 0.8561 -3.5960 0.0033 0.082 -0.988 0.453
N 0.5884 -4.9321 -0.4490 2.391 0.048 -0.915
C -0.7803 -5.1632 -0.5874 -1.295 0.799 1.126
O -1.3270 -6.1053 -1.1410 0.634 -0.194 -0.321
C -1.3586 -4.0505 0.1188 0.120 1.805 0.343
C -0.3456 -3.1689 0.4848 -1.577 -0.816 -0.544
C -0.4795 -1.8772 1.1904 0.280 0.739 -0.755
C 1.4332 -5.3454 -1.5408 -0.674 -0.706 0.828
C 1.8177 -6.6698 -1.6002 1.296 -0.422 -0.864
C 2.5276 -7.1817 -2.7214 -1.901 2.460 0.687
C 2.7048 -6.3199 -3.8172 0.224 -1.572 1.154
C 2.3293 -4.9959 -3.7179 -0.056 -1.192 1.165
C 1.6999 -4.5032 -2.5703 0.020 1.047 -1.831
H 2.0518 -2.3348 1.1015 0.256 0.306 -0.140
H 2.9990 -3.4996 0.1248 -0.552 -0.206 0.671
H 2.0701 -3.9305 1.7086 0.540 -0.673 0.123
H -2.4172 -3.7535 0.1607 0.656 -0.586 0.107
H -1.4728 -1.4571 1.0495 -0.254 -0.432 0.523
H 0.1155 -1.1538 0.6270 0.371 0.036 0.329
H -0.1460 -1.8702 2.2310 -0.236 -0.034 -0.205
H 1.5920 -7.2282 -0.7233 -0.100 -0.772 0.336
H 2.7438 -8.2024 -2.8072 0.455 -1.289 0.081
H 3.1204 -6.8036 -4.7017 0.037 0.689 -0.070
H 2.5439 -4.4625 -4.5752 0.028 1.772 -1.393
H 1.2769 -3.4985 -2.5680 0.356 -0.109 0.124
```
Forces are in eV/Å.

Its total charge is -2. As for the energy: -101729.14223 eV. For the highest occupied orbital energy, the calculation gives -1.017 eV. Its energy above the lowest of the compared OMol25 structures with the same formula, charge and spin is 0.101 eV. For the molar mass, the calculation gives 773.904 g mol⁻¹. For the HOMO-LUMO gap, the calculation gives 4.488 eV.



[2]
Formula: C29H30I2N3OPd
Source: the OMol25 dataset
Level of theory: ωB97M-V/def2-TZVPD

XYZ file:
```
66
Properties=species:S:1:pos:R:3:forces:R:3
Pd 0.5612 -0.2127 -0.0084 0.135 -0.291 -0.201
I 3.2629 5.5421 -4.8231 -0.066 -0.254 0.189
C 2.9084 3.8113 -3.6595 0.123 0.355 -0.258
C 3.9743 3.1731 -3.0423 -0.060 0.043 0.034
C 3.7103 2.0450 -2.3012 0.022 -0.389 0.255
I 5.2573 1.0281 -1.3029 -0.072 0.191 -0.132
C 2.4131 1.4569 -2.1452 0.162 0.142 0.095
O 2.2581 0.3811 -1.4814 -0.160 -0.041 -0.019
C 1.3544 2.1808 -2.7869 0.052 -0.105 0.058
C -0.0607 1.6752 -2.6965 0.186 -0.029 -0.096
N -0.5369 1.5875 -1.3173 -0.198 0.021 -0.124
C -0.5326 2.8441 -0.5920 0.102 -0.125 0.028
C 0.6255 2.9286 0.3801 -0.091 -0.116 -0.024
C 1.2143 4.1447 0.6915 0.118 0.192 0.061
C 2.2221 4.1933 1.6394 -0.099 -0.234 -0.039
C 2.6233 3.0059 2.2363 0.062 0.195 0.016
C 2.0029 1.8324 1.8559 0.009 -0.120 0.028
N 1.0157 1.7908 0.9602 0.077 0.062 0.066
C 1.6210 3.3208 -3.5264 -0.061 0.078 0.021
H 4.9815 3.5562 -3.1304 0.006 -0.022 0.006
H -0.1265 0.6701 -3.1230 -0.017 -0.006 0.059
H -0.7012 2.3400 -3.2956 0.002 -0.033 -0.018
H -1.4425 1.1384 -1.2850 -0.007 -0.065 0.087
H -1.4543 2.9337 -0.0097 -0.014 -0.038 -0.009
H -0.4855 3.7035 -1.2701 -0.030 0.034 0.027
H 0.8926 5.0425 0.1790 -0.032 -0.023 -0.012
H 2.6920 5.1314 1.9033 0.014 0.016 -0.034
H 3.4150 2.9898 2.9722 0.005 -0.048 -0.013
H 2.3048 0.8765 2.2658 -0.039 -0.003 0.009
H 0.7980 3.8361 -4.0097 0.001 -0.014 -0.003
C 1.0812 -4.2786 1.7644 -0.121 0.123 0.080
C 0.5655 -2.8344 1.8493 0.016 -0.084 0.060
C 0.3464 -2.4306 3.3062 -0.082 -0.015 -0.143
C 1.4870 -1.8572 1.1370 -0.124 0.471 -0.312
H 0.4664 -4.9340 2.3898 0.033 -0.072 -0.036
H 2.1183 -4.3501 2.1038 0.006 0.009 0.021
H 1.0274 -4.6434 0.7366 0.078 -0.001 -0.001
H -0.4160 -2.8345 1.3664 -0.008 0.041 -0.039
H 1.2813 -2.5088 3.8708 0.019 0.038 0.002
H -0.3952 -3.0783 3.7813 0.000 0.036 0.042
H -0.0178 -1.4020 3.3629 0.018 -0.011 0.045
H 2.0255 -2.3383 0.3133 0.071 0.016 0.011
H 2.2154 -1.4172 1.8257 0.095 -0.091 -0.016
C -2.3571 -3.4228 -3.3161 -0.004 -0.088 -0.071
C -3.3912 -3.0201 -2.4822 -0.021 0.037 0.032
C -3.1526 -2.2216 -1.3768 0.046 0.004 -0.045
C -1.8442 -1.8096 -1.0404 -0.132 -0.025 0.025
C -0.8143 -2.1943 -1.9315 -0.121 0.093 0.237
C -1.0681 -2.9835 -3.0358 -0.045 -0.016 -0.093
N -1.5414 -0.9988 0.0226 0.256 0.313 0.190
C -2.2644 -0.9432 1.1865 -0.194 -0.044 -0.008
C -2.0946 0.1810 2.0276 -0.030 -0.145 -0.125
C -2.7606 0.2956 3.2312 0.003 -0.002 0.014
C -3.6202 -0.7072 3.6681 -0.019 0.027 0.102
C -3.7726 -1.8377 2.8777 -0.046 0.008 0.014
C -3.1163 -1.9630 1.6646 0.131 0.055 -0.012
H -2.5524 -4.0640 -4.1665 0.014 0.032 -0.014
H -4.4082 -3.3288 -2.7002 0.000 0.021 -0.001
H -3.9813 -1.8791 -0.7718 -0.009 -0.062 0.021
H 0.2013 -1.8600 -1.7288 0.052 -0.082 -0.036
H -0.2516 -3.2648 -3.6909 0.030 0.014 0.039
H -1.3904 0.9402 1.7089 -0.025 0.060 0.012
H -2.6021 1.1751 3.8463 0.010 -0.002 -0.017
H -4.1398 -0.6159 4.6139 0.001 -0.013 -0.016
H -4.4151 -2.6431 3.2178 0.025 -0.019 -0.019
H -3.2168 -2.8744 1.0914 -0.056 -0.002 0.001
```
Forces are in eV/Å.

Its total charge is -1. Its expectation value of S² is 2.01. As for the energy: -56759.34912 eV. For the highest occupied orbital energy (spin up / spin down), the calculation gives -3.559 / -3.914 eV. Its energy above the lowest of the compared OMol25 structures with the same formula, charge and spin is 0.483 eV. For the molar mass, the calculation gives 796.807 g mol⁻¹. For the HOMO-LUMO gap (spin up / spin down), the calculation gives 5.745 / 6.101 eV. Its spin multiplicity is 3.